Below is 12 unconnected molecules or ions with the total composition C59H137N5O19 in a non-equilibrium geometry, with properties calculated with wB97M-V/def2-TZVPD.

Results
Calculated total energy ... -4033.016674 Eh
Orbital gap ... 8.31 eV
Energy relative to the best compared isomer or geometry (same formula, charge and spin) ... 87.34 kcal/mol
Charge ... 0
Largest force on an atom ... 5.08 eV/Å

Each line ends with the Löwdin charge.
Cartesian coordinates (Å):
1 C 0.313 2.360 -0.752  -0.033
2 C 0.526 1.467 0.453  -0.508
3 C 1.899 1.739 0.979  -0.027
4 C -0.537 1.952 1.448  -0.139
5 C -0.685 1.086 2.731  -0.142
6 C -0.854 -0.430 2.305  -0.109
7 C 0.130 -0.943 1.245  -0.445
8 C 1.528 -1.348 1.863  -0.006
9 C -0.459 -2.253 0.611  -0.020
10 N 0.234 0.041 0.150  -0.074
11 O 1.086 -0.380 -0.913  -0.023
12 H -0.611 2.102 -1.270  0.080
13 H 0.257 3.430 -0.556  0.091
14 H 1.142 2.173 -1.434  0.061
15 H 2.109 1.167 1.882  0.058
16 H 2.708 1.459 0.305  0.090
17 H 2.071 2.777 1.263  0.092
18 H -0.347 2.955 1.829  0.113
19 H -1.538 2.073 1.035  0.089
20 H 0.179 1.313 3.356  0.076
21 H -1.499 1.399 3.384  0.101
22 H -1.874 -0.579 1.950  0.097
23 H -0.838 -0.995 3.237  0.096
24 H 1.613 -2.362 2.252  0.058
25 H 1.761 -0.687 2.697  0.063
26 H 2.299 -1.272 1.096  0.074
27 H -1.432 -2.155 0.129  0.087
28 H -0.461 -3.082 1.319  0.064
29 H 0.230 -2.534 -0.186  0.061
30 H 0.375 -0.521 -1.542  0.080
31 C 0.077 -1.595 -5.703  -0.045
32 C -0.249 -0.093 -5.532  -0.475
33 C 0.542 0.420 -4.309  -0.020
34 C 0.375 0.523 -6.788  -0.156
35 C -0.042 1.948 -7.144  -0.160
36 C -1.588 2.032 -7.308  -0.138
37 C -2.297 1.427 -6.082  -0.435
38 C -2.270 2.479 -4.902  -0.015
39 C -3.788 1.246 -6.482  -0.043
40 N -1.710 0.108 -5.642  -0.147
41 O -2.387 -0.521 -4.706  0.007
42 H -0.533 -1.939 -6.539  0.081
43 H 1.091 -1.881 -5.985  0.080
44 H -0.247 -2.268 -4.909  0.077
45 H 0.679 1.501 -4.328  0.062
46 H -0.116 0.137 -3.487  0.072
47 H 1.533 0.012 -4.113  0.072
48 H 1.443 0.689 -6.652  0.112
49 H 0.259 -0.142 -7.644  0.118
50 H 0.325 2.583 -6.338  0.102
51 H 0.341 2.337 -8.087  0.111
52 H -1.975 1.464 -8.154  0.113
53 H -1.803 3.080 -7.518  0.117
54 H -1.350 2.492 -4.317  0.063
55 H -3.012 2.155 -4.172  0.045
56 H -2.592 3.489 -5.157  0.085
57 H -4.068 2.014 -7.203  0.078
58 H -4.590 1.270 -5.745  0.069
59 H -3.925 0.411 -7.169  0.082
60 H -3.068 -1.043 -5.137  0.115
61 C 6.886 1.759 -5.714  -0.043
62 C 6.730 0.278 -5.311  -0.475
63 C 6.689 -0.680 -6.509  -0.020
64 C 8.070 0.051 -4.535  -0.123
65 C 8.116 -1.208 -3.624  -0.159
66 C 6.843 -1.275 -2.707  -0.100
67 C 5.473 -1.082 -3.483  -0.473
68 C 5.057 -2.316 -4.193  -0.035
69 C 4.389 -0.730 -2.392  -0.003
70 N 5.605 0.119 -4.362  -0.075
71 O 4.330 0.459 -4.947  -0.046
72 H 7.672 1.900 -6.455  0.084
73 H 6.073 2.294 -6.204  0.084
74 H 7.204 2.335 -4.845  0.080
75 H 7.302 -1.563 -6.330  0.074
76 H 5.658 -0.975 -6.704  0.073
77 H 7.114 -0.227 -7.405  0.085
78 H 8.889 -0.242 -5.191  0.120
79 H 8.280 0.912 -3.900  0.114
80 H 8.062 -2.112 -4.231  0.092
81 H 9.008 -1.416 -3.034  0.108
82 H 6.948 -0.609 -1.851  0.113
83 H 6.692 -2.277 -2.307  0.090
84 H 5.804 -2.570 -4.945  0.073
85 H 4.106 -2.309 -4.725  0.088
86 H 5.049 -3.158 -3.501  0.086
87 H 3.421 -0.394 -2.762  0.062
88 H 4.849 0.052 -1.788  0.083
89 H 4.280 -1.511 -1.639  0.058
90 H 4.117 -0.256 -5.551  0.076
91 C -5.387 -0.311 2.840  -0.019
92 C -6.229 -1.502 3.287  -0.497
93 C -7.511 -0.952 3.918  -0.051
94 C -6.717 -2.402 2.109  -0.111
95 C -5.527 -3.293 1.582  -0.159
96 C -5.026 -4.147 2.773  -0.142
97 C -4.645 -3.346 4.008  -0.515
98 C -4.585 -4.391 5.236  -0.006
99 C -3.229 -2.817 3.789  -0.021
100 N -5.656 -2.394 4.325  -0.131
101 O -5.383 -1.718 5.507  0.002
102 H -4.532 -0.654 2.257  0.063
103 H -5.946 0.372 2.200  0.081
104 H -4.998 0.185 3.729  0.082
105 H -7.281 -0.206 4.679  0.076
106 H -8.169 -0.402 3.246  0.086
107 H -7.973 -1.802 4.420  0.092
108 H -7.583 -3.035 2.299  0.117
109 H -6.958 -1.860 1.194  0.111
110 H -5.954 -3.953 0.827  0.103
111 H -4.742 -2.702 1.110  0.094
112 H -4.225 -4.791 2.412  0.121
113 H -5.851 -4.791 3.077  0.118
114 H -4.327 -3.769 6.092  0.065
115 H -3.867 -5.197 5.083  0.082
116 H -5.573 -4.774 5.491  0.080
117 H -2.875 -2.066 4.496  0.074
118 H -3.058 -2.648 2.726  0.068
119 H -2.614 -3.709 3.908  0.089
120 H -4.524 -1.386 5.235  0.056
121 C -6.403 4.362 -3.690  -0.021
122 C -6.202 3.789 -2.278  -0.437
123 C -7.502 3.839 -1.361  -0.026
124 C -5.847 2.266 -2.371  -0.126
125 C -5.045 1.614 -1.193  -0.156
126 C -3.800 2.460 -0.967  -0.152
127 C -4.155 3.899 -0.573  -0.468
128 C -4.807 3.969 0.820  -0.016
129 C -2.785 4.643 -0.516  -0.034
130 N -5.025 4.467 -1.635  -0.113
131 O -5.297 5.832 -1.452  -0.025
132 H -6.319 5.448 -3.657  0.079
133 H -5.924 3.888 -4.547  0.076
134 H -7.459 4.226 -3.923  0.073
135 H -7.686 4.845 -0.982  0.069
136 H -8.353 3.608 -2.001  0.072
137 H -7.548 3.353 -0.386  0.073
138 H -6.777 1.753 -2.617  0.111
139 H -5.337 1.996 -3.296  0.084
140 H -5.620 1.590 -0.267  0.082
141 H -4.805 0.586 -1.463  0.111
142 H -3.154 2.335 -1.836  0.104
143 H -3.269 1.947 -0.165  0.102
144 H -4.107 4.235 1.612  0.077
145 H -5.309 3.029 1.052  0.060
146 H -5.558 4.754 0.912  0.080
147 H -2.309 4.610 -1.497  0.083
148 H -2.036 4.242 0.166  0.058
149 H -2.881 5.663 -0.145  0.080
150 H -4.560 6.264 -1.891  0.099
151 O 3.673 5.484 -3.749  -0.044
152 C 2.970 4.603 -2.911  -0.262
153 C 3.164 3.224 -3.514  -0.239
154 O 4.561 2.948 -3.643  -0.075
155 H 4.419 4.941 -4.014  0.067
156 H 3.127 4.526 -1.835  0.112
157 H 1.920 4.897 -2.939  0.115
158 H 2.819 3.353 -4.540  0.116
159 H 2.555 2.420 -3.098  0.091
160 H 4.663 2.113 -4.106  0.026
161 O 2.657 1.249 6.871  -0.116
162 C 3.848 0.423 6.791  -0.122
163 C 4.322 0.785 5.323  -0.257
164 O 5.004 1.995 5.205  -0.050
165 H 2.935 2.145 6.666  0.064
166 H 4.589 0.719 7.534  0.122
167 H 3.624 -0.644 6.800  0.114
168 H 3.524 0.715 4.583  0.108
169 H 4.920 -0.039 4.935  0.109
170 H 4.332 2.641 4.973  0.030
171 O 2.004 -6.328 -0.436  -0.074
172 C 1.583 -5.230 0.384  -0.201
173 C 0.543 -5.637 1.477  -0.221
174 O -0.756 -5.765 0.909  -0.061
175 H 1.634 -6.181 -1.309  0.098
176 H 2.537 -4.867 0.765  0.099
177 H 1.046 -4.504 -0.227  0.107
178 H 0.520 -4.972 2.340  0.105
179 H 0.943 -6.563 1.890  0.118
180 H -0.820 -6.619 0.474  0.086
181 O 3.524 -3.788 6.083  -0.090
182 C 2.557 -3.990 4.994  -0.206
183 C 1.328 -3.314 5.440  -0.220
184 O 0.372 -4.117 6.252  -0.084
185 H 3.495 -4.477 6.750  0.078
186 H 2.912 -3.519 4.077  0.095
187 H 2.497 -5.062 4.810  0.123
188 H 0.880 -2.818 4.579  0.092
189 H 1.572 -2.490 6.111  0.108
190 H -0.221 -3.495 6.680  0.000
191 O 4.465 -3.628 1.838  -0.072
192 C 4.736 -3.332 0.449  -0.244
193 C 5.345 -4.454 -0.386  -0.209
194 O 4.333 -4.973 -1.264  -0.091
195 H 5.282 -4.023 2.152  0.085
196 H 3.911 -2.981 -0.170  0.099
197 H 5.438 -2.499 0.413  0.108
198 H 5.637 -5.270 0.275  0.116
199 H 6.235 -4.221 -0.972  0.108
200 H 3.590 -5.405 -0.836  0.021
201 O -1.268 -2.333 7.306  -0.073
202 C -1.721 -1.001 7.356  -0.195
203 C -0.550 -0.192 6.817  -0.248
204 O 0.652 -0.306 7.549  -0.071
205 H -1.150 -2.677 8.195  0.113
206 H -2.619 -0.836 6.760  0.105
207 H -1.958 -0.668 8.366  0.130
208 H -0.897 0.841 6.810  0.107
209 H -0.163 -0.470 5.836  0.112
210 H 1.315 0.312 7.233  0.013
211 O 3.099 3.891 5.297  -0.073
212 C 1.775 3.836 4.719  -0.190
213 C 0.554 3.918 5.658  -0.217
214 O -0.191 5.118 5.412  -0.068
215 H 3.115 4.798 5.613  0.112
216 H 1.515 4.499 3.895  0.126
217 H 1.759 2.827 4.308  0.096
218 H 0.912 3.965 6.687  0.120
219 H -0.093 3.047 5.547  0.105
220 H -1.102 4.865 5.580  0.082